Record 1
C2H8N2OP | ωB97M-V with the def2-TZVPD basis set

Cartesian coordinates (Å):
P  2.686367  0.547845  -0.665156
O  3.838939  -0.492313  0.139549
N  2.501337  -0.451453  0.670659
N  -0.289589  0.339158  -0.452229
C  -0.530817  -1.025804  -0.545336
C  -0.589591  0.818606  0.903604
H  0.058802  -1.750976  0.082333
H  0.295492  0.326192  1.553907
H  2.462154  0.085409  1.545002
H  -1.689769  -1.306220  -0.385832
H  -1.538633  0.317066  1.335273
H  -0.563181  1.967791  0.820666
H  1.819958  -0.340589  -1.209232
H  -0.468082  -1.261126  -1.583701

Forces on atoms 1 to 2 (eV/Å):
-0.136 0.464 0.457
0.404 0.545 -0.907

The net charge is -1. For the molecular weight, the calculation gives 107.07 Da. The HOMO energy is -1.709 eV. For the largest force on an atom, the calculation gives 0.0549 Eh/bohr.


Record 2
C2H8N2PS | ωB97M-V with the def2-TZVPD basis set

Cartesian coordinates (Å):
S  0.090811  -0.303644  -1.910303
P  -0.715646  -0.123999  2.345230
N  -0.079323  0.825802  1.296937
N  2.105900  -0.761095  -0.296179
C  -1.487862  0.601774  -1.742675
C  0.936927  -0.216820  -0.468408
H  2.610044  -1.447450  -0.921657
H  -1.515689  -1.039525  1.761862
H  0.508055  -0.822983  2.884941
H  -2.328917  -0.093481  -2.006435
H  -1.535100  1.542681  -2.378121
H  2.619607  -0.629616  0.633293
H  0.447619  1.694738  1.459454
H  -1.656426  0.773618  -0.657939

Forces on atoms 1 to 2 (eV/Å):
-0.161 -0.073 -0.355
2.395 -0.432 3.325

The net charge is +1. For the molecular weight, the calculation gives 123.14 Da. The HOMO energy (alpha / beta) is -13.113 / -12.845 eV. For the largest force on an atom, the calculation gives 0.0801 Eh/bohr.


The E results, record by record, are as follows: -606.93656; -929.64414 Eh.
The ΔE to the lowest compared entry with this formula, charge and spin results, record by record, are as follows: 41.8; 103.2 kcal per mole.